C12H20O | wB97M-V/def2-TZVPD

Structure (ORCA input):
```
! RIJCOSX wB97M-V def2-TZVPD def2/J DEFGRID3
* xyz 0 1
C -4.38 1.83 -1.85
C -4.17 0.48 -1.14
C -2.81 -0.16 -1.23
C -1.63 0.53 -1.49
C -0.41 -0.13 -1.55
C -0.36 -1.52 -1.55
O 0.78 -2.23 -1.75
C -1.53 -2.23 -1.29
C -2.73 -1.55 -1.22
H -4.91 1.69 -2.79
H -3.41 2.26 -2.11
H -4.83 2.57 -1.20
H -4.46 0.60 -0.09
H -4.93 -0.24 -1.50
H -1.65 1.60 -1.46
H 0.53 0.41 -1.60
H 1.56 -1.72 -1.54
H -1.50 -3.31 -1.25
H -3.64 -2.14 -1.15
C 3.56 -1.00 1.28
C 2.93 0.03 2.22
C 4.02 0.72 3.00
C 2.05 1.02 1.49
H 4.34 -0.53 0.67
H 2.82 -1.35 0.55
H 4.00 -1.81 1.85
H 2.36 -0.54 2.94
H 4.82 1.11 2.35
H 3.69 1.56 3.62
H 4.55 0.04 3.67
H 1.15 0.58 1.06
H 1.58 1.70 2.22
H 2.59 1.71 0.85
*
```

Output
- Electronic energy: -14815.680 eV
- Energy above the lowest of the compared OMol25 structures with the same formula, charge and spin: 0.531 eV
- Frontier orbital gap: 0.34021 Ha
- Maximum force: 0.03065 hartree/bohr
- HOMO: -8.4 eV

Atom charges from the Mulliken analysis, given in e for atoms 1 to 4: number 1, C, carries -1.0306; number 2, C, carries -0.4467; number 3, C, carries 0.5912; number 4, C, carries -0.7131


C12H20O4 | wB97M-V/def2-TZVPD

Structure (ORCA input):
```
! RIJCOSX wB97M-V def2-TZVPD def2/J DEFGRID3
* xyz 0 1
C 3.21 0.37 -1.19
C 2.87 -0.58 -0.03
C 2.65 0.15 1.29
C 1.37 0.99 1.32
O 0.20 0.18 1.17
C -0.28 -0.40 2.27
O 0.18 -0.24 3.38
C -1.48 -1.23 2.00
C -1.82 -1.67 0.79
C -1.02 -1.43 -0.44
O -0.05 -2.07 -0.75
O -1.55 -0.46 -1.18
C -0.86 -0.12 -2.38
C -1.41 1.18 -2.95
C -0.91 2.43 -2.23
C -1.48 2.58 -0.82
H 3.40 -0.20 -2.09
H 4.10 0.95 -0.95
H 2.39 1.06 -1.39
H 1.98 -1.16 -0.28
H 3.69 -1.28 0.10
H 2.60 -0.57 2.10
H 3.49 0.82 1.49
H 1.34 1.70 0.49
H 1.30 1.53 2.27
H -2.05 -1.48 2.88
H -2.70 -2.29 0.65
H -0.99 -0.94 -3.09
H 0.21 -0.04 -2.16
H -2.50 1.14 -2.90
H -1.12 1.23 -4.00
H 0.18 2.41 -2.19
H -1.19 3.31 -2.82
H -1.19 1.74 -0.20
H -2.56 2.63 -0.86
H -1.11 3.50 -0.36
*
```

Output
- Electronic energy: -20958.544 eV
- Energy above the lowest of the compared OMol25 structures with the same formula, charge and spin: 0.017 eV
- Frontier orbital gap: 0.40035 Ha
- Maximum force: 0.01459 hartree/bohr
- HOMO: -10.4 eV

Atom charges from the Mulliken analysis, given in e for atoms 1 to 4: number 1, C, carries -1.1846; number 2, C, carries 0.1230; number 3, C, carries -0.7055; number 4, C, carries -0.7196


C12H20OS | wB97M-V/def2-TZVPD

Structure (ORCA input):
```
! RIJCOSX wB97M-V def2-TZVPD def2/J DEFGRID3
* xyz 0 1
C -0.94 -1.49 1.46
C 1.56 -1.26 -0.24
C 1.51 -1.05 -1.77
C 0.67 -0.05 0.28
C 0.74 -0.03 -2.13
C -0.04 -0.29 1.62
C -0.11 0.46 -0.98
C 0.42 0.48 -3.47
C -0.73 0.96 2.17
C 1.22 -0.76 2.50
C -1.66 0.13 -0.91
C -0.17 2.01 -1.03
O -2.04 -1.34 3.77
S -2.09 -2.08 2.50
H 0.97 -2.16 0.10
H 2.53 -1.19 0.03
H 2.06 -1.62 -2.47
H -1.05 -2.16 0.60
H 1.32 0.83 0.68
H -0.59 0.31 -3.80
H 0.89 -0.05 -4.22
H 0.75 1.50 -3.45
H -1.61 1.07 1.64
H -0.18 1.95 1.83
H -0.90 0.77 3.26
H 0.81 -0.92 3.55
H 2.01 0.04 2.55
H 1.46 -1.80 2.10
H -2.22 1.01 -1.31
H -2.06 -0.13 0.04
H -1.75 -0.63 -1.64
H -0.21 2.39 -2.00
H 0.59 2.59 -0.62
H -1.18 2.51 -0.61
*
```

Output
- Electronic energy: -25647.253 eV
- Energy above the lowest of the compared OMol25 structures with the same formula, charge and spin: 3.315 eV
- Frontier orbital gap: 0.33138 Ha
- Maximum force: 0.11022 hartree/bohr
- HOMO: -9.0 eV

Atom charges from the Mulliken analysis, given in e for atoms 1 to 4: number 1, C, carries -0.6650; number 2, C, carries -1.1608; number 3, C, carries -1.1322; number 4, C, carries -0.7802


C12H21BClF4N2O4P | wB97M-V/def2-TZVPD

Structure (ORCA input):
```
! RIJCOSX wB97M-V def2-TZVPD def2/J DEFGRID3
* xyz 0 1
C 2.04 3.02 -1.12
C 1.18 3.20 -2.52
O 1.70 2.21 -3.49
C 0.64 1.77 -4.44
C 1.09 0.27 -5.00
O 2.16 -0.19 -4.09
C 2.10 -1.64 -3.84
C 2.78 -1.93 -2.34
O 1.74 -2.62 -1.56
C 1.77 -2.26 -0.14
C 0.39 -1.63 0.47
C 0.53 -0.55 1.74
C -0.80 0.12 2.47
P -0.63 1.32 3.97
N -1.92 0.82 5.15
O -0.92 2.98 3.52
C -2.27 -0.32 1.81
N -2.35 -1.31 0.64
C -1.14 -1.97 -0.01
Cl -1.47 -3.18 -1.37
H 1.77 2.00 -0.59
H 3.19 2.96 -1.39
H 1.84 3.92 -0.37
H 1.38 4.29 -2.92
H 0.05 3.03 -2.24
H 0.68 2.54 -5.33
H -0.43 1.76 -3.95
H 0.19 -0.47 -5.09
H 1.58 0.44 -6.05
H 0.98 -2.05 -3.81
H 2.64 -2.21 -4.71
H 3.71 -2.65 -2.57
H 3.12 -0.89 -1.91
H 2.64 -1.49 0.14
H 2.01 -3.23 0.52
H 1.57 -0.22 2.19
H -2.80 1.37 4.99
H -1.59 1.05 6.13
H -1.59 2.93 2.77
H -3.28 0.10 2.23
H -3.30 -1.56 0.28
B -4.20 -1.95 6.37
F -3.57 -0.90 7.14
F -3.20 -2.93 5.97
F -5.22 -2.61 7.17
F -4.81 -1.38 5.18
*
```

Output
- Electronic energy: -57304.639 eV
- Frontier orbital gap: 0.24295 Ha
- Maximum force: 0.12086 hartree/bohr
- HOMO: -9.7 eV

Atom charges from the Mulliken analysis, given in e for atoms 1 to 4: number 1, C, carries -0.7447; number 2, C, carries -0.2324; number 3, O, carries -0.2511; number 4, C, carries -0.3856